Here is a structure of composition C33H73Br9 in a non-equilibrium geometry from the Open Molecules 2025 dataset. Energies are from ωB97M-V with the def2-TZVPD basis set.

Output
E_tot = -24467.1402 Ha

Each line ends with the Löwdin charge.
Atoms and positions in Å:
C 5.168 0.155 -3.453  -1.666
Br 6.628 1.019 -4.215  0.646
Br 3.463 0.655 -4.195  0.542
Br 5.027 0.285 -1.501  0.616
H 5.175 -0.933 -3.606  -0.033
C -4.395 -1.733 3.634  -1.704
Br -5.535 -0.971 4.955  0.594
Br -4.605 -3.602 3.483  0.606
Br -2.567 -1.242 3.996  0.588
H -4.606 -1.313 2.615  -0.028
C 2.212 -3.070 -6.571  -1.678
Br 1.467 -4.563 -7.508  0.593
Br 4.095 -3.156 -6.353  0.586
Br 1.397 -2.860 -4.839  0.571
H 1.878 -2.129 -7.026  -0.018
C -2.626 -7.758 -1.232  -0.097
C -3.309 -6.560 -0.544  -0.283
C -4.367 -5.823 -1.320  -0.230
C -4.853 -4.528 -0.623  -0.197
C -5.510 -3.664 -1.730  -0.256
C -4.557 -3.009 -2.709  -0.114
H -3.360 -8.567 -1.282  0.074
H -1.865 -8.098 -0.622  0.032
H -2.172 -7.366 -2.189  0.093
H -3.636 -6.898 0.422  0.101
H -2.519 -5.858 -0.312  0.090
H -5.243 -6.491 -1.593  0.136
H -4.012 -5.566 -2.301  0.085
H -5.440 -4.776 0.277  0.104
H -3.994 -3.927 -0.304  0.073
H -6.229 -4.308 -2.225  0.102
H -5.990 -2.779 -1.320  0.096
H -5.004 -2.205 -3.246  0.063
H -3.647 -2.668 -2.241  0.034
H -4.176 -3.758 -3.461  0.086
C 0.708 8.181 1.078  -0.142
C 0.571 7.060 2.072  -0.286
C -0.770 6.292 1.916  -0.203
C -1.121 5.289 3.065  -0.206
C -2.463 4.524 2.756  -0.256
C -2.266 3.265 1.913  -0.125
H 1.711 8.469 0.854  0.050
H 0.186 9.095 1.433  0.085
H 0.316 7.822 0.113  0.075
H 1.469 6.344 2.070  0.113
H 0.638 7.648 3.011  0.106
H -0.649 5.607 1.044  0.103
H -1.585 7.037 1.912  0.119
H -0.308 4.576 3.203  0.096
H -1.212 5.741 4.050  0.098
H -2.902 4.274 3.691  0.081
H -3.162 5.192 2.235  0.107
H -1.855 3.663 0.963  0.056
H -1.545 2.516 2.335  0.087
H -3.256 2.839 1.687  0.070
C 2.855 -0.091 2.863  -0.101
C 3.127 -0.337 1.364  -0.292
C 2.523 -1.663 0.963  -0.249
C 2.968 -2.973 1.613  -0.203
C 4.470 -3.261 1.353  -0.286
C 4.950 -4.490 2.012  -0.123
H 3.241 0.871 3.085  0.043
H 3.308 -0.711 3.700  0.095
H 1.780 -0.078 3.087  0.071
H 2.718 0.483 0.781  0.061
H 4.230 -0.345 1.254  0.070
H 2.638 -1.803 -0.135  0.113
H 1.498 -1.509 1.170  0.075
H 2.808 -3.105 2.724  0.123
H 2.311 -3.672 1.132  0.096
H 4.674 -3.239 0.227  0.128
H 5.069 -2.365 1.552  0.096
H 5.967 -4.506 2.140  0.039
H 4.411 -4.627 2.976  0.087
H 4.644 -5.374 1.438  0.084
C 0.339 3.247 -1.015  -0.098
C 1.043 3.063 0.346  -0.238
C 2.319 3.908 0.490  -0.266
C 3.556 3.471 -0.151  -0.268
C 4.706 4.466 0.013  -0.243
C 4.408 5.855 -0.536  -0.116
H 0.956 2.784 -1.768  0.054
H 0.190 4.272 -1.332  0.069
H -0.642 2.753 -1.072  0.056
H 0.261 3.220 1.152  0.076
H 1.375 1.997 0.537  0.098
H 2.473 3.965 1.593  0.125
H 2.023 4.915 0.188  0.097
H 3.879 2.474 0.225  0.074
H 3.356 3.269 -1.261  0.130
H 4.844 4.598 1.088  0.107
H 5.627 4.094 -0.469  0.108
H 3.812 5.940 -1.399  0.057
H 4.073 6.556 0.227  0.068
H 5.339 6.267 -0.909  0.065
C -0.974 -3.419 -2.163  -0.101
C -1.213 -2.675 -0.761  -0.206
C -1.081 -1.134 -0.779  -0.237
C -1.580 -0.375 0.413  -0.221
C -3.121 -0.323 0.460  -0.280
C -3.668 0.295 -0.762  -0.109
H 0.117 -3.226 -2.290  0.026
H -1.579 -3.040 -2.986  0.052
H -1.132 -4.499 -2.065  0.058
H -2.165 -3.063 -0.355  0.071
H -0.389 -2.991 -0.093  0.099
H -1.409 -0.647 -1.710  0.111
H -0.045 -0.890 -0.885  0.087
H -1.174 -0.798 1.347  0.076
H -1.162 0.647 0.415  0.099
H -3.514 -1.267 0.687  0.066
H -3.418 0.305 1.345  0.095
H -4.722 0.505 -0.715  0.075
H -3.187 1.238 -0.993  0.078
H -3.508 -0.329 -1.616  0.049

=====

Here is a cluster of 2 separate species, C21H31Br2F2N4Si in total in a non-equilibrium geometry from the Open Molecules 2025 dataset. Energies are from ωB97M-V with the def2-TZVPD basis set.

Output
Net charge = +1
E_tot = -6674.8838 Ha

Each line ends with the Löwdin charge.
Atoms and positions in Å:
C 5.470 0.312 2.645  -0.131
C 4.827 1.077 1.494  -0.755
Br 4.525 2.920 2.124  0.722
C 3.453 0.544 1.066  -0.692
Br 2.957 1.519 -0.566  0.828
C 3.423 -0.938 0.721  -0.280
C 3.578 -1.942 1.875  -0.082
N 2.618 -3.036 1.517  0.132
C 1.645 -2.440 0.758  -0.318
N 0.462 -2.946 0.567  0.243
C -0.623 -2.344 -0.243  -0.530
F -0.119 -2.026 -1.429  0.132
F -1.458 -3.372 -0.428  0.144
C -1.307 -1.158 0.442  -0.130
C -1.193 0.159 -0.316  -0.232
Si -2.262 1.480 0.557  0.605
C -2.027 3.107 -0.344  -0.150
C -1.704 1.597 2.360  -0.167
C -4.026 0.833 0.533  -0.260
C -4.508 0.077 -0.546  -0.101
C -5.807 -0.426 -0.564  -0.074
C -6.644 -0.172 0.517  -0.074
C -6.186 0.583 1.596  -0.073
C -4.889 1.083 1.607  -0.096
N 2.004 -1.237 0.223  0.125
H 6.089 -0.485 2.242  0.090
H 6.050 0.965 3.278  0.066
H 4.712 -0.145 3.268  0.065
H 5.479 1.173 0.639  0.081
H 2.737 0.808 1.840  0.092
H 4.041 -1.164 -0.138  0.154
H 3.342 -1.566 2.859  0.124
H 4.566 -2.380 1.802  0.131
H 2.142 -3.360 2.358  0.159
H 0.228 -3.818 1.021  0.186
H -2.351 -1.432 0.564  0.120
H -0.918 -1.026 1.450  0.112
H -1.547 0.083 -1.338  0.084
H -0.179 0.559 -0.333  0.051
H -1.370 3.744 0.243  0.030
H -2.958 3.631 -0.523  0.036
H -1.527 2.952 -1.297  0.031
H -2.250 0.860 2.942  0.030
H -1.972 2.568 2.764  0.037
H -0.632 1.436 2.430  0.018
H -3.871 -0.137 -1.392  0.097
H -6.133 -1.006 -1.410  0.104
H -7.646 -0.568 0.506  0.104
H -6.827 0.775 2.441  0.104
H -4.549 1.668 2.447  0.096
H 1.389 -0.573 0.705  0.121
N 1.648 0.300 -3.516  -0.011
C 0.869 -0.694 -4.045  -0.150
C 0.488 -0.306 -5.302  -0.102
C 1.060 0.972 -5.543  -0.103
C 1.771 1.316 -4.426  -0.144
H 2.072 0.300 -2.604  0.021
H 0.656 -1.590 -3.490  0.086
H -0.131 -0.875 -5.975  0.093
H 0.962 1.566 -6.435  0.094
H 2.353 2.195 -4.202  0.104

=====

Here is a structure of composition C40H48N8O6PS2 in a non-equilibrium geometry from the Open Molecules 2025 dataset. Energies are from ωB97M-V with the def2-TZVPD basis set.

Output
ΔE to the lowest compared entry with this formula, charge and spin = 0.0 kJ/mol
Net charge = -1
E_tot = -3580.2912 Ha

Each line ends with the Löwdin charge.
Atoms and positions in Å:
C -3.712 2.355 -4.303  -0.069
C -2.464 2.848 -5.039  -0.412
C -2.574 4.374 -5.287  -0.064
C -1.197 2.570 -4.260  -0.263
C -0.840 1.093 -4.264  -0.222
S -0.145 0.456 -2.743  0.495
O 0.821 -0.550 -3.061  -0.341
O -1.290 -0.071 -2.038  -0.357
N 0.441 1.590 -1.744  -0.338
S 1.741 2.370 -2.256  0.327
O 2.408 1.809 -3.401  -0.383
O 2.596 2.522 -1.110  -0.367
P 1.233 4.414 -2.830  0.755
O 2.747 4.976 -2.915  -0.291
O 0.699 5.003 -1.413  -0.292
H -3.628 2.558 -3.243  0.055
H -3.847 1.289 -4.443  0.070
H -4.588 2.856 -4.696  0.066
H -2.432 2.378 -6.020  0.128
H -2.525 4.594 -6.346  0.066
H -3.518 4.767 -4.927  0.061
H -1.771 4.887 -4.770  0.058
H -1.274 2.964 -3.253  0.073
H -0.399 3.102 -4.763  0.076
H -1.762 0.537 -4.364  0.083
H -0.211 0.820 -5.099  0.103
H 2.844 5.430 -3.762  0.045
H -0.057 5.565 -1.633  0.044
N -3.981 -4.115 0.673  0.034
C -3.540 -3.348 -0.327  -0.160
C -2.371 -2.604 -0.278  -0.055
C -1.615 -2.658 0.877  -0.077
C -2.057 -3.442 1.929  -0.098
C -3.239 -4.147 1.777  -0.190
H -4.165 -3.334 -1.214  0.097
H -2.056 -2.000 -1.120  0.078
H -0.693 -2.096 0.955  0.094
H -1.488 -3.506 2.848  0.083
H -3.617 -4.777 2.579  0.092
N -2.629 3.443 -1.031  0.073
C -1.634 3.214 -0.174  -0.138
C -1.813 3.180 1.204  -0.052
C -3.081 3.392 1.714  -0.092
C -4.125 3.630 0.831  -0.088
C -3.844 3.643 -0.525  -0.165
H -0.660 3.049 -0.613  0.052
H -0.971 2.987 1.853  0.106
H -3.258 3.371 2.783  0.097
H -5.133 3.800 1.185  0.092
H -4.632 3.823 -1.250  0.097
N 2.163 -1.859 0.719  0.067
C 3.020 -2.310 1.632  -0.169
C 4.280 -2.803 1.333  -0.090
C 4.672 -2.832 0.004  -0.094
C 3.792 -2.370 -0.959  -0.060
C 2.550 -1.892 -0.557  -0.120
H 2.673 -2.273 2.661  0.089
H 4.934 -3.153 2.121  0.093
H 5.649 -3.209 -0.275  0.098
H 4.054 -2.375 -2.008  0.105
H 1.846 -1.529 -1.298  0.086
N 0.857 -1.834 6.804  0.050
C -0.255 -2.298 7.367  -0.188
C -1.477 -2.372 6.715  -0.077
C -1.545 -1.937 5.401  -0.083
C -0.398 -1.451 4.798  -0.065
C 0.775 -1.422 5.540  -0.151
H -0.157 -2.623 8.398  0.101
H -2.349 -2.759 7.225  0.100
H -2.478 -1.975 4.853  0.105
H -0.411 -1.100 3.774  0.106
H 1.696 -1.051 5.105  0.102
N 3.392 2.728 -6.907  0.063
C 4.219 2.188 -6.012  -0.130
C 5.427 1.593 -6.356  -0.066
C 5.791 1.551 -7.691  -0.097
C 4.938 2.107 -8.631  -0.093
C 3.758 2.681 -8.186  -0.173
H 3.895 2.235 -4.979  0.078
H 6.061 1.171 -5.589  0.101
H 6.724 1.093 -7.995  0.098
H 5.181 2.096 -9.685  0.092
H 3.063 3.130 -8.889  0.096
N -0.485 -5.496 -0.170  0.086
C 0.834 -5.641 -0.233  -0.131
C 1.462 -6.846 -0.520  -0.073
C 0.675 -7.961 -0.749  -0.095
C -0.703 -7.826 -0.684  -0.080
C -1.229 -6.575 -0.393  -0.144
H 1.411 -4.748 -0.046  0.095
H 2.542 -6.902 -0.560  0.098
H 1.126 -8.919 -0.974  0.099
H -1.358 -8.670 -0.855  0.095
H -2.303 -6.422 -0.335  0.099
N 0.303 1.630 11.039  0.047
C 0.232 0.766 10.029  -0.151
C -0.437 1.023 8.841  -0.063
C -1.069 2.246 8.695  -0.076
C -1.006 3.157 9.737  -0.080
C -0.309 2.800 10.882  -0.167
H 0.740 -0.180 10.182  0.102
H -0.458 0.283 8.054  0.078
H -1.602 2.485 7.783  0.106
H -1.486 4.123 9.666  0.097
H -0.234 3.485 11.719  0.098

=====

These records have highest occupied orbital energy values of -10.247, -10.149, -5.853 eV, in the order they appear.
These records have LUMO energy values of -0.1, -3.4, 2.1 eV, in the order they appear.